*P*
ORCA calculation (the ωB97M-V functional and the def2-TZVPD basis) on 2 unconnected molecules or ions with the total composition C3H4Cl2S.

Results
* HOMO-LUMO gap: 5.5 eV
* LUMO level: -2.50 eV

Geometry as ORCA input:
```
! wB97M-V def2-TZVPD RIJCOSX def2/J DEFGRID3
* xyz 0 1
C 1.76 -0.55 0.60
C 0.73 -0.56 -0.28
C -0.08 0.57 -0.66
S -3.89 1.14 0.41
Cl -2.04 0.33 0.71
Cl 0.11 -2.06 -0.95
H 2.05 -1.56 1.02
H 2.07 0.42 1.10
H -0.02 1.60 -0.37
H -0.68 0.65 -1.58
*
```

*Q*
ORCA calculation (the ωB97M-V functional and the def2-TZVPD basis) on C3H4Cl2S in the gas phase.

Results
* HOMO-LUMO gap: 8.5 eV
* SMILES: CC(=S)C(Cl)Cl
* LUMO level: -0.34 eV

Geometry as ORCA input:
```
! wB97M-V def2-TZVPD RIJCOSX def2/J DEFGRID3
* xyz 0 1
C -0.25 -0.21 -0.69
C 0.83 0.73 -0.82
C -0.56 -0.61 1.14
S -1.25 -0.93 -1.70
Cl -1.88 -1.66 1.22
Cl -0.75 0.91 2.03
H 1.08 1.07 -1.89
H 1.84 0.32 -0.46
H 0.68 1.65 -0.26
H 0.28 -1.27 1.44
*
```

Relative energy table, unit kcal/mol: *P* 56.0; *Q* 0.0